Molecular formula: C42H58F3N3O4S2Zr
Method: DFT, wB97M-V/def2-TZVPD

Positions of all 113 atoms, in Å:
Zr: -0.31739 -0.45219 -0.91282
C: -1.49921 -0.11550 2.53096
N: -0.33654 0.37384 1.79528
C: 0.86627 -0.04543 2.51305
C: -0.42154 1.82899 1.73629
C: 0.73250 2.45248 0.95228
N: 0.98037 1.76020 -0.32340
C: 0.54702 2.62190 -1.43395
C: -0.87941 3.10161 -1.35414
C: -1.09288 4.44432 -1.61468
C: -2.36185 4.99063 -1.70136
C: -3.42457 4.13061 -1.46645
C: -3.27541 2.78647 -1.16493
C: -1.96503 2.21793 -1.11835
O: -1.75152 0.94883 -0.85071
C: -4.52215 1.91895 -0.98117
C: -4.44656 1.13197 0.33333
C: -5.83539 2.71334 -0.97561
C: -4.58665 0.93602 -2.15224
C: -2.54288 6.45738 -2.06612
C: -4.01033 6.83400 -2.29338
C: -1.78010 6.74127 -3.36790
C: -1.98566 7.34051 -0.94062
C: 2.42945 1.53176 -0.46137
C: 2.86138 0.61144 -1.56988
C: 3.81957 1.02087 -2.47665
C: 4.38265 0.12486 -3.37052
C: 3.96334 -1.20559 -3.29577
C: 3.02838 -1.67244 -2.38088
C: 2.42555 -0.72902 -1.50826
O: 1.51890 -1.03324 -0.60622
C: 2.80425 -3.16511 -2.14987
C: 1.32770 -3.58640 -2.14156
C: 3.50608 -4.03584 -3.19971
C: 3.39726 -3.47683 -0.76362
C: 5.47807 0.53780 -4.34594
C: 5.92380 1.98732 -4.12272
C: 4.97447 0.41694 -5.78830
C: 6.70973 -0.35854 -4.14943
H: -1.52774 0.29789 3.55374
H: -1.46232 -1.20114 2.59659
H: -2.41434 0.17291 2.01698
H: 0.97636 0.49149 3.47013
H: 1.75173 0.10500 1.90216
H: 0.79934 -1.11637 2.70892
H: -0.41600 2.26686 2.75620
H: -1.36939 2.09708 1.26314
H: 1.63603 2.43362 1.57276
H: 0.48815 3.50867 0.76977
H: 0.70236 2.07637 -2.36986
H: 1.20067 3.51629 -1.46794
H: -0.22331 5.06842 -1.77078
H: -4.41811 4.53503 -1.52444
H: -4.41126 1.81095 1.18655
H: -3.55568 0.50577 0.32870
H: -5.31963 0.48779 0.43627
H: -5.84187 3.47399 -0.19763
H: -6.65993 2.02821 -0.78330
H: -6.01864 3.18183 -1.94030
H: -3.73274 0.27220 -2.10754
H: -4.56514 1.46984 -3.10212
H: -5.49615 0.33781 -2.11214
H: -4.45055 6.20656 -3.06539
H: -4.07700 7.87277 -2.61884
H: -4.59166 6.73091 -1.37950
H: -2.14499 6.09095 -4.15972
H: -0.71631 6.55904 -3.24842
H: -1.91519 7.77850 -3.67455
H: -2.49699 7.12390 -0.00396
H: -2.12725 8.39530 -1.17905
H: -0.92281 7.15863 -0.79846
H: 2.78280 1.07031 0.46999
H: 2.95053 2.50208 -0.58046
H: 4.11743 2.05711 -2.45298
H: 4.41103 -1.90538 -3.98142
H: 0.87582 -3.46658 -3.12275
H: 0.74115 -3.01020 -1.41551
H: 1.27518 -4.64019 -1.86319
H: 3.16308 -3.78692 -4.20107
H: 3.26810 -5.08232 -3.01610
H: 4.58704 -3.92616 -3.15436
H: 2.80061 -2.99368 0.00652
H: 4.42073 -3.11293 -0.69611
H: 3.39134 -4.55012 -0.57912
H: 5.10401 2.67669 -4.30645
H: 6.73254 2.23618 -4.80831
H: 6.28498 2.12754 -3.10605
H: 4.14765 1.10284 -5.95231
H: 4.62355 -0.58828 -5.99989
H: 5.77074 0.66470 -6.48965
H: 7.04057 -0.31753 -3.11369
H: 7.52288 -0.02085 -4.79035
H: 6.49197 -1.39269 -4.39525
S: -2.41779 -2.98315 0.16953
C: -2.82059 -2.47977 -1.44634
C: -3.92108 -3.07539 -2.03866
C: -4.26224 -2.75731 -3.33977
C: -3.49345 -1.75939 -3.97074
C: -2.46410 -1.16537 -3.29255
N: -2.04642 -1.51875 -2.04567
H: -4.47808 -3.79963 -1.46354
H: -5.08577 -3.23612 -3.84664
H: -3.73588 -1.43259 -4.96880
H: -1.95565 -0.32519 -3.75041
S: 0.13948 -3.03685 1.47145
C: -0.81698 -2.24754 0.33745
F: 1.71009 1.33252 -4.72830
C: 1.07693 0.22397 -5.14620
F: 1.93641 -0.46466 -5.90947
F: 0.10251 0.64934 -5.98170
C: 0.45955 -0.61471 -3.95652
O: 0.19053 -1.77471 -4.18297
O: 0.26020 0.07644 -2.93144

Output
⟨S²⟩	0.762
DFT total energy	-3243.743025	a.u.
LUMO energy (alpha / beta)	2.28 / 2.28	eV
total charge	-1
multiplicity	2
highest occupied orbital energy (alpha / beta)	-2.40 / -3.90	eV